(1)
# C22H44N7O4

A cluster of 3 separate species, C22H44N7O4 in total in a non-equilibrium geometry (the ωB97M-V functional and the def2-TZVPD basis, the Open Molecules 2025 dataset).

```
77
Properties=species:S:1:pos:R:3:mulliken_charge:R:1
C -1.52014 -3.28122 -0.11941 -0.592
C -1.06706 -2.09632 -1.16390 0.392
N -1.84421 -0.78860 -1.42003 -0.384
C -0.93451 -0.08901 -2.43804 0.134
N -1.30556 1.17325 -2.91820 -0.109
C -0.40188 1.90354 -3.88827 0.021
O -0.51566 1.45977 -5.28846 -0.138
N 0.38799 2.24815 -5.94866 0.095
O 1.45725 1.62008 -6.02944 -0.189
N 0.32250 -0.89923 -2.81448 0.100
N 0.17060 -2.05771 -2.05668 -0.235
H -0.55752 -3.78304 0.37282 0.313
H -2.16816 -2.89334 0.79748 0.103
H -2.10960 -4.11909 -0.72678 0.317
H -2.23075 1.55977 -2.56196 0.336
H 0.72325 1.74521 -3.52814 -0.112
H -0.66067 3.06810 -3.88868 0.379
H 1.07632 -0.63571 -3.50274 0.312
H 0.83877 -2.87957 -2.06585 0.281
C -4.26196 -1.24371 5.81136 -1.666
C -3.89080 -1.17235 4.29925 1.918
C -4.08859 0.26907 3.74296 -1.411
C -5.53000 0.64092 3.42743 -0.463
C -6.17883 -0.42071 2.54755 -1.181
C -6.08901 -1.83691 3.17035 1.658
N -4.68025 -2.20981 3.55280 0.087
O -3.98581 -2.50478 2.36584 -0.432
C -7.02641 -1.89062 4.40824 -1.834
C -6.72976 -2.86464 2.18424 -1.733
C -2.34341 -1.43017 4.28807 -1.819
H -5.07870 -1.93830 6.02516 0.338
H -3.43345 -1.62132 6.42242 0.468
H -4.54337 -0.26413 6.21375 0.331
H -3.50960 0.38372 2.81596 0.379
H -3.67565 1.00530 4.44386 0.378
H -6.09664 0.78311 4.35334 0.271
H -5.55082 1.60538 2.90630 0.388
H -7.22751 -0.14772 2.37240 0.388
H -5.69674 -0.40793 1.56059 0.330
H -6.96405 -2.86285 4.90865 0.395
H -8.07414 -1.74784 4.11101 0.413
H -6.82351 -1.11058 5.14553 0.392
H -6.25733 -2.85476 1.19626 0.329
H -7.79113 -2.64125 2.01479 0.414
H -6.66772 -3.88788 2.58246 0.432
H -2.10741 -2.44901 4.61472 0.470
H -1.83092 -0.73896 4.96901 0.451
H -1.89671 -1.27585 3.29944 0.274
C 7.02288 1.20448 -3.60202 -1.682
C 5.57657 0.79191 -3.19301 1.754
C 4.55059 1.90007 -3.57460 -0.705
C 4.50405 3.08478 -2.62077 -0.556
C 4.34545 2.61022 -1.18138 -1.141
C 5.44765 1.60188 -0.76906 1.636
N 5.56163 0.44776 -1.73079 0.242
O 4.46404 -0.40129 -1.50155 -0.491
C 6.79750 2.36397 -0.66362 -1.845
C 5.18033 1.13148 0.69602 -1.711
C 5.26321 -0.42675 -4.12984 -1.633
H 7.71146 1.26855 -2.75526 0.339
H 7.49180 0.46539 -4.26252 0.474
H 7.04515 2.16791 -4.12354 0.336
H 3.54168 1.46566 -3.60788 -0.330
H 4.74948 2.26687 -4.58935 0.487
H 5.40303 3.69919 -2.73461 0.293
H 3.65817 3.73067 -2.88443 0.422
H 4.35804 3.48179 -0.51421 0.405
H 3.35185 2.15681 -1.06376 0.273
H 7.61751 1.68181 -0.41511 0.385
H 6.75695 3.12180 0.13044 0.422
H 7.06570 2.90769 -1.57228 0.388
H 4.18958 0.68221 0.82243 0.341
H 5.22166 1.97593 1.39624 0.410
H 5.93230 0.39735 1.02013 0.432
H 5.90489 -1.28355 -3.89623 0.467
H 5.43686 -0.16199 -5.18048 0.461
H 4.21926 -0.75308 -4.06330 0.137
```

Calculated values
charge: +1
frontier orbital gap (alpha / beta): 7.2 / 7.8 eV
2S+1: 3
energy: -42129.392 eV
F_max: 7.833 eV/A

***

(2)
# C22H45Al2BCl3F4N3O9PS2

A structure of composition C22H45Al2BCl3F4N3O9PS2 in a non-equilibrium geometry (the ωB97M-V functional and the def2-TZVPD basis, the Open Molecules 2025 dataset).

```
92
Properties=species:S:1:pos:R:3:mulliken_charge:R:1
C 5.74558 2.63315 0.91842 -1.031
C 5.83535 1.17406 1.34515 -0.778
C 5.17852 0.15703 0.40260 0.641
C 5.82872 0.13398 -0.99421 -1.770
B 3.61380 0.26399 0.32495 0.104
C 2.89539 1.38679 -0.52831 -0.688
C 1.43531 1.07685 -0.99083 -0.461
C 0.39338 1.83971 -0.13726 -0.400
C -0.48478 0.94087 0.76303 -0.363
C -1.94480 1.42510 0.85978 -0.864
N -2.20209 2.21381 2.07638 -0.649
P 2.56960 -1.08139 1.28799 0.338
S 3.60496 -2.22471 2.50100 -0.473
H 6.08114 3.24657 1.75127 0.412
H 6.38203 2.87168 0.07118 0.285
H 4.73877 2.96458 0.68672 0.195
H 5.45549 1.05038 2.35634 0.321
H 6.89571 0.92880 1.39816 0.476
H 5.38848 -0.82491 0.83140 0.302
H 6.88971 -0.05821 -0.85479 0.452
H 5.63625 1.03218 -1.56826 0.371
H 5.43685 -0.73087 -1.52345 0.407
H 3.51166 1.56072 -1.40917 0.233
H 2.84116 2.32484 0.01969 0.121
H 1.36234 1.48566 -1.99389 0.456
H 1.22492 0.01702 -1.07520 -0.246
H 0.87081 2.56048 0.51361 0.231
H -0.27897 2.41855 -0.76146 0.572
H -0.07052 0.98960 1.76481 0.187
H -0.42493 -0.08232 0.39822 0.606
H -2.21596 2.03450 0.00571 0.451
H -2.55647 0.52854 0.93839 0.242
H -1.59389 3.02783 2.04496 0.232
H -1.90371 1.68610 2.88834 0.048
H 1.95341 -1.86379 0.28085 0.034
H 1.55504 -0.43365 2.01369 -0.040
C -3.63893 -1.14054 4.47258 -0.807
C -2.79720 -0.10908 5.09643 0.394
N -2.11148 0.69737 5.54225 -0.187
H -3.79462 -1.99814 5.13971 0.298
H -4.61609 -0.74095 4.17514 0.298
H -3.16208 -1.52706 3.56604 0.318
Al -4.82279 -0.44618 6.42038 0.634
O -3.74778 0.68965 9.56774 -0.572
H -2.87485 0.69241 9.15268 0.250
C -1.66980 -0.77230 -2.69491 -0.252
Cl -0.16170 -1.66700 -2.86043 -0.138
Cl -1.42912 0.97330 -2.87977 -0.164
H -2.36694 -1.11556 -3.44960 0.436
H -2.07108 -0.95262 -1.70442 0.133
O -0.42244 -4.21984 -0.65638 -0.578
S -0.24108 -5.41922 -1.43346 1.226
O -1.35373 -6.26848 -1.72341 -0.625
O 0.91592 -6.28542 -0.75654 -0.276
C 0.79439 -6.60138 0.63780 -0.305
C -0.19915 -7.71971 0.89089 -1.022
C 0.60988 -5.04536 -2.92478 -0.757
H 0.53814 -5.70240 1.20276 0.291
H 1.78918 -6.90948 0.95393 0.277
H -1.21593 -7.40537 0.65788 0.291
H -0.16536 -8.02205 1.93906 0.395
H 0.02789 -8.58087 0.26341 0.274
H 1.47587 -4.43211 -2.68625 0.321
H -0.07510 -4.49997 -3.56741 0.315
H 0.90967 -5.96884 -3.41166 0.183
C -3.12567 6.49285 0.77841 -0.412
C -2.23218 5.63464 1.27184 -0.340
C -0.92204 5.43248 0.60799 0.652
O -0.10511 4.65161 1.05492 -0.581
C -0.64075 6.21176 -0.62174 -0.456
C -1.53401 7.06604 -1.11179 -0.401
C -2.84680 7.27394 -0.44693 0.321
O -3.65737 8.05503 -0.90019 -0.575
H -4.08657 6.65804 1.24641 0.416
H -2.41967 5.05550 2.16560 0.490
H 0.32237 6.04567 -1.08821 0.456
H -1.35132 7.64604 -2.00753 0.428
O -1.77543 6.82393 3.71366 -0.584
H -0.82762 6.63579 3.66488 0.276
C -4.61443 2.60360 -4.57676 -0.593
N -5.13334 1.24477 -4.89709 0.888
O -4.79252 0.32830 -4.17514 -0.506
O -5.86260 1.14878 -5.86206 -0.533
H -3.98224 2.53029 -3.69981 0.167
H -4.05149 2.94727 -5.43886 0.280
H -5.47173 3.24406 -4.39396 0.298
F 0.69535 -6.73793 -5.40937 -0.385
Al 1.27299 -8.33076 -5.71049 0.613
F 2.97317 -8.29981 -5.79853 -0.418
F 0.62931 -8.89301 -7.18160 -0.405
F 0.78608 -9.35117 -4.43852 -0.407
Cl -1.01825 1.70590 7.71944 -0.289
```

Calculated values
charge: -1
frontier orbital gap: 1.9 eV
2S+1: 1
energy: -139702.605 eV
F_max: 2.512 eV/A

***

(3)
# C22H45AlBBrI2O21P

A structure of composition C22H45AlBBrI2O21P in a non-equilibrium geometry (the ωB97M-V functional and the def2-TZVPD basis, the Open Molecules 2025 dataset).

```
94
Properties=species:S:1:pos:R:3:mulliken_charge:R:1
C 4.62497 -1.75217 0.30562 -0.701
C 3.74246 -2.75088 -0.64802 -0.191
I 4.83291 -4.34354 -1.73715 -0.107
C 2.24026 -2.65476 -0.84524 0.251
I 1.34809 -4.14402 -2.17395 -0.090
Al 1.28272 -1.13146 0.13074 0.035
C -0.68986 -1.46237 0.57121 -0.335
B -1.58987 -2.09730 -0.64899 0.203
O -1.88752 -1.46660 -1.94989 -0.485
O -2.11934 -3.48635 -0.42267 -0.473
P 1.67799 0.90976 -0.98371 0.299
O 3.41141 1.15272 -1.17552 -0.534
Br 0.73402 0.67508 -3.03635 -0.343
H 4.11071 -1.60794 1.34732 0.193
H 5.64895 -2.32359 0.52620 0.353
H 4.94682 -0.74040 -0.21738 0.130
H 2.03524 -0.96616 1.54921 -0.307
H -1.16576 -0.39353 0.80942 0.111
H -0.82817 -2.07730 1.58474 0.223
H -1.40753 -2.03394 -2.64900 0.280
H -1.35739 -3.95703 0.06410 0.285
H 3.72917 0.34266 -1.68945 0.291
C 2.93092 1.79380 6.67568 -0.345
O 3.56251 1.40344 5.45797 -0.331
C 3.07446 2.02139 4.35287 0.759
O 2.17590 2.84784 4.33123 -0.566
O 3.75943 1.56040 3.27588 -0.290
C 3.34982 2.12781 2.03316 -0.472
H 3.39954 1.23820 7.49261 0.235
H 3.07486 2.86329 6.85969 0.284
H 1.86542 1.54304 6.65551 0.033
H 3.51050 3.21073 2.03148 0.385
H 2.30108 1.89038 1.82740 0.138
H 3.96346 1.68793 1.24221 0.169
C -4.90105 -2.31609 -0.39240 -0.219
O -6.19356 -2.90181 -0.24936 -0.317
C -6.51443 -3.24206 1.02444 0.690
O -5.80690 -3.08851 2.00766 -0.541
O -7.75904 -3.78285 1.01474 -0.337
C -8.23165 -4.19054 2.29713 -0.594
H -4.75044 -2.08400 -1.45029 0.282
H -4.83446 -1.38377 0.17745 0.310
H -4.12203 -3.01893 -0.07981 -0.038
H -8.29826 -3.33314 2.97461 0.281
H -7.58578 -4.96832 2.71722 0.269
H -9.23450 -4.60764 2.17078 0.224
C -1.15000 -1.32369 10.41982 -0.625
O -0.53120 -0.50595 9.42862 -0.290
C -1.34254 -0.17368 8.39294 0.706
O -2.50846 -0.51056 8.25860 -0.549
O -0.63180 0.59838 7.53250 -0.212
C -1.36411 1.02581 6.38572 -0.640
H -0.41072 -1.52766 11.19927 0.215
H -1.99709 -0.80215 10.87680 0.285
H -1.46828 -2.27844 9.98886 0.288
H -2.21984 1.64134 6.68135 0.291
H -1.69092 0.16499 5.79347 0.324
H -0.69905 1.63553 5.76799 0.192
C 2.57323 4.02971 -1.80966 -0.531
O 2.86446 4.71246 -3.02751 -0.281
C 1.95863 5.66517 -3.36381 0.655
O 0.96067 5.96280 -2.72633 -0.553
O 2.35554 6.22938 -4.53246 -0.235
C 1.49040 7.25706 -5.01149 -0.670
H 3.36176 3.29159 -1.63918 0.279
H 2.56782 4.72852 -0.96704 0.298
H 1.61706 3.50147 -1.88242 0.152
H 1.44164 8.08501 -4.29687 0.316
H 0.49095 6.85784 -5.21226 0.328
H 1.90384 7.63670 -5.94988 0.175
C 3.20342 7.38104 -12.06778 -0.616
O 2.81806 6.70498 -10.87256 -0.304
C 3.77316 6.68660 -9.90885 0.767
O 4.88490 7.18473 -9.99135 -0.545
O 3.27696 6.01783 -8.83734 -0.289
C 4.17985 5.91912 -7.73773 -0.612
H 2.36478 7.33416 -12.76790 0.219
H 3.42204 8.43386 -11.86249 0.283
H 4.06518 6.88816 -12.52932 0.285
H 4.43757 6.91354 -7.35923 0.289
H 5.08063 5.36778 -8.02616 0.328
H 3.67946 5.36594 -6.93820 0.187
C -2.93247 -10.08604 0.07976 -0.614
O -4.03344 -9.17969 0.05749 -0.329
C -3.72690 -7.91907 0.45519 0.728
O -2.62716 -7.52744 0.81312 -0.545
O -4.85609 -7.16961 0.38571 -0.349
C -4.68263 -5.80945 0.77810 -0.231
H -3.29175 -11.06245 -0.25671 0.216
H -2.14532 -9.75425 -0.60486 0.291
H -2.54234 -10.19454 1.09691 0.282
H -3.96542 -5.30657 0.12139 0.097
H -4.36249 -5.74699 1.82317 0.338
H -5.64800 -5.30470 0.68352 0.109
```

Calculated values
charge: -1
frontier orbital gap: 7.1 eV
2S+1: 1
energy: -169350.522 eV
F_max: 6.108 eV/A

***

Q: Look up the energy of the second one.
A: -139702.605 eV